Record 1
This record from OMol25 describes a single C19H25N3O6S molecule at a distorted geometry. The level of theory is ωB97M-V with the def2-TZVPD basis set.

Structure (XYZ):
```
54
Properties=species:S:1:pos:R:3
C -4.7129 -0.5239 1.7061
C -3.8105 -0.0119 2.8191
H -4.3564 0.0754 3.7602
H -2.9480 -0.6739 2.9461
O -3.3410 1.3099 2.5371
C -2.2550 1.4328 1.7747
O -1.6304 0.4951 1.3437
C -1.9508 2.9013 1.5361
C -0.4906 3.2530 1.8484
C 0.4598 2.6150 0.8394
N 0.0884 3.0099 -0.5012
S 1.2432 2.6933 -1.6601
O 2.4937 3.1837 -1.1638
O 0.7449 3.1858 -2.9085
C 1.3019 0.9029 -1.7140
C 2.1253 0.2459 -0.8282
C 2.1151 -1.1465 -0.7379
C 1.2355 -1.8691 -1.5701
C 0.4180 -1.1730 -2.4647
C 0.4412 0.2049 -2.5392
H -0.1794 0.7452 -3.2350
H -0.2458 -1.7284 -3.1073
N 1.1087 -3.2591 -1.4856
C 2.1640 -4.1302 -1.4276
O 2.0034 -5.3268 -1.3889
C 3.5225 -3.4640 -1.3942
C 3.6717 -2.8857 -0.0025
O 4.3750 -3.3708 0.8512
N 2.9163 -1.7668 0.2253
C 3.0898 -1.1003 1.5041
H 3.8751 -0.3430 1.4617
H 2.1506 -0.6422 1.8080
H 3.3859 -1.8595 2.2273
H 4.2886 -4.2241 -1.5409
H 3.5975 -2.6840 -2.1525
C -0.2162 -3.8405 -1.6111
H -0.4827 -4.0177 -2.6552
H -0.9486 -3.1839 -1.1465
H -0.1996 -4.8021 -1.0988
H 2.7917 0.8355 -0.2213
C -1.2524 2.6147 -0.8690
C -2.2546 3.2709 0.0752
H -2.1796 4.3543 -0.0261
H -3.2671 2.9645 -0.1924
H -1.4086 2.9510 -1.8945
H -1.3630 1.5210 -0.8258
H 1.4807 2.9642 0.9975
H 0.4263 1.5218 0.9473
H -0.2268 2.9214 2.8538
H -0.3842 4.3375 1.8001
H -2.6141 3.4692 2.1952
H -5.5455 0.1584 1.5535
H -4.1505 -0.6083 0.7792
H -5.1005 -1.5028 1.9727
```

Computed properties:
SMILES	CCOC(=O)C1CCN(S(=O)(=O)c2ccc3c(c2)N(C)C(=O)CC(=O)N3C)CC1
E_tot	-47700.575	eV
energy above the lowest of the compared OMol25 structures with the same formula, charge and spin	0.00	kcal per mole
HOMO energy	-8.93	eV
LUMO	0.35	eV
net charge	0
Kohn-Sham gap	9.29	eV

Record 2
This record from OMol25 describes a molecular structure, C19H26AsF12N3O8S4Ti at a distorted geometry. The level of theory is ωB97M-V with the def2-TZVPD basis set.

Structure (XYZ):
```
74
Properties=species:S:1:pos:R:3
Ti 10.4969 11.3982 8.3323
F 10.4419 11.0095 12.4864
C 11.7633 11.0294 12.5294
F 12.1404 12.0081 13.4264
F 12.1894 9.9070 13.1460
S 12.4389 11.0349 10.7647
O 11.3425 11.7861 10.1112
O 13.6214 11.8083 10.8221
N 12.4235 9.5930 10.4495
S 12.6285 8.8981 8.9508
O 14.0352 8.7569 8.6593
O 12.0324 10.0988 8.0623
C 9.9310 6.9420 12.4777
F 11.1602 6.5412 12.7213
F 9.8071 7.9752 11.7198
F 9.2100 6.8678 13.5248
C 4.8315 15.2704 9.3425
As 5.9470 13.4912 9.2638
C 4.4560 12.3399 9.9251
C 6.8500 13.5738 11.0184
H 4.4220 15.2267 10.3519
H 4.1012 15.1286 8.5354
H 5.4714 16.1017 9.1573
H 4.1188 12.6817 10.9028
H 4.7806 11.3069 9.9241
H 3.6147 12.4114 9.2184
H 6.1763 14.0712 11.7185
H 7.8014 14.1258 11.0175
H 7.0466 12.5759 11.3691
F 5.8578 9.5679 4.5927
C 5.5861 10.2533 5.6923
F 5.4622 11.5718 5.4642
F 4.5077 9.7211 6.3115
S 8.0847 9.9259 8.4884
O 8.8950 10.6927 9.6723
O 9.1152 10.2285 7.3619
N 8.1636 8.3418 8.8396
S 7.0452 7.4640 9.5687
O 7.5889 6.3716 10.3263
O 5.9762 8.2502 10.1311
C 6.0012 6.3609 8.4572
F 5.1470 6.9627 7.6250
F 6.7523 5.4579 7.8343
F 5.2452 5.7074 9.3693
C 11.0767 15.1036 9.8970
C 10.4047 15.6979 8.6874
C 8.9809 15.1490 8.7013
C 11.0724 15.3971 7.3575
C 11.4953 16.5445 6.6514
C 12.2395 16.5260 5.5066
C 12.4001 15.2591 4.9755
C 11.9376 14.0717 5.5786
C 12.3690 12.7533 4.9543
C 13.4103 12.0213 5.8001
C 11.2563 11.7485 4.7520
C 11.2593 14.0585 6.8447
N 10.8678 12.8916 7.4831
H 10.4254 15.1095 10.7715
H 11.9909 15.6270 10.1008
H 11.3362 14.0737 9.7164
H 10.3432 16.8070 8.7350
H 9.0283 14.0704 8.6751
H 8.2881 15.4634 7.8949
H 8.5004 15.4166 9.6545
H 11.2757 17.4818 7.1465
H 12.6852 17.4094 5.0309
H 12.9023 15.1392 4.0408
H 12.8200 13.0579 4.0122
H 12.9748 11.6273 6.7051
H 14.2515 12.6568 6.0949
H 13.7710 11.1649 5.2454
H 10.8320 11.4943 5.7169
H 11.6305 10.7978 4.3459
H 10.4253 12.1076 4.1230
```

Computed properties:
E_tot	-200878.960	eV
energy above the lowest of the compared OMol25 structures with the same formula, charge and spin	3.64	kcal per mole
2S+1	3
HOMO energy (spin up / spin down)	-3.13 / -3.13	eV
LUMO (spin up / spin down)	4.30 / 3.42	eV
net charge	-2
Kohn-Sham gap (spin up / spin down)	7.43 / 6.55	eV

Record 3
This record from OMol25 describes a molecular structure, C19H26AuN8O7. The level of theory is ωB97M-V with the def2-TZVPD basis set.

Structure (XYZ):
```
61
Properties=species:S:1:pos:R:3
Au -0.0772 0.0437 0.3651
C -3.8862 -1.4721 -1.9843
N -2.8858 -0.6014 -2.5651
C -2.8368 -0.3821 -4.0108
C -1.5585 0.4471 -4.1849
N -1.2199 0.8114 -2.8095
C -0.1454 1.7404 -2.5278
C -1.9659 0.1397 -1.9336
N -1.8246 0.2524 -0.6063
C -2.9373 0.2421 0.3449
C -2.4766 1.1313 1.4880
N -1.2348 0.5088 1.9575
C -0.7384 0.6308 3.1963
N -0.0889 -0.3620 3.8034
C 0.1307 -1.7039 3.3056
C 0.4962 0.0966 5.0588
C -0.3078 1.3670 5.3347
N -0.8228 1.7026 4.0054
C -1.6350 2.8914 3.8249
H -4.1440 -2.2234 -2.7282
H -4.7966 -0.9362 -1.7101
H -3.4856 -1.9923 -1.1179
H -3.7324 0.1403 -4.3535
H -2.7755 -1.3419 -4.5216
H -1.7341 1.3517 -4.7659
H -0.7466 -0.1180 -4.6423
H 0.1150 2.2312 -3.4625
H 0.7416 1.2361 -2.1507
H -0.4733 2.5057 -1.8228
H -3.1389 -0.7581 0.7363
H -3.8453 0.6470 -0.1045
H -3.2345 1.1512 2.2719
H -2.3162 2.1436 1.1099
H -0.7025 -1.9935 2.6668
H 0.1557 -2.3758 4.1620
H 1.0643 -1.7821 2.7528
H 1.5627 0.2952 4.9315
H 0.3651 -0.6590 5.8306
H 0.3127 2.1789 5.7077
H -1.1318 1.1996 6.0341
H -1.3264 3.6155 4.5751
H -2.6992 2.6932 3.9622
H -1.4608 3.3357 2.8485
O 3.4242 1.2410 1.2930
C 2.7013 0.4088 0.8166
O 1.5795 0.0228 1.4465
C 3.0779 -0.3256 -0.4400
C 4.4297 -0.5492 -0.6434
C 4.8514 -1.2499 -1.7556
C 3.9605 -1.7044 -2.7039
C 2.6196 -1.4417 -2.5242
C 2.1312 -0.7757 -1.3797
O 0.8310 -0.6105 -1.2612
N 1.7105 -1.8682 -3.5975
O 0.6769 -1.2426 -3.7620
O 2.0513 -2.8170 -4.2671
N 6.2873 -1.5051 -1.9468
O 7.0364 -1.1428 -1.0653
O 6.6213 -2.0550 -2.9743
H 5.1492 -0.1766 0.0718
H 4.3025 -2.2372 -3.5787
```

Computed properties:
E_tot	-50058.776	eV
HOMO energy	-11.68	eV
LUMO	-3.92	eV
net charge	+1
Kohn-Sham gap	7.76	eV

Record 4
This record from OMol25 describes a single C19H26ClN3O2 molecule at a distorted geometry. The level of theory is ωB97M-V with the def2-TZVPD basis set.

Structure (XYZ):
```
51
Properties=species:S:1:pos:R:3
C -3.9984 -1.4563 -1.1489
H -2.9274 -1.5180 -1.3238
H -4.4301 -0.7464 -1.8500
H -4.4336 -2.4357 -1.3380
C -4.2912 -1.0229 0.2845
C -3.6411 -1.9734 1.2861
H -3.9942 -2.9887 1.1201
H -2.5603 -1.9659 1.1787
H -3.8877 -1.6869 2.3063
H -5.3795 -1.0769 0.4342
C -3.8951 0.4460 0.5622
O -4.7275 1.3378 -0.1533
H -5.6458 1.1241 0.0438
H -4.0518 0.6101 1.6440
C -2.4228 0.7891 0.2478
C -1.8515 1.7545 1.2878
C -0.3884 2.0529 0.9804
N -0.2721 2.6528 -0.3375
C 1.0508 3.1730 -0.6086
C 2.1184 2.1401 -0.4641
N 2.1123 0.9379 -0.9549
C 3.2174 0.3646 -0.3976
N 3.8744 1.1790 0.3755
O 3.1657 2.3446 0.3441
C 3.5398 -1.0665 -0.6347
C 2.2458 -1.8348 -0.6161
C 1.7247 -2.4032 -1.7699
C 0.5022 -3.0519 -1.7605
C -0.2239 -3.1442 -0.5860
C 0.2751 -2.5850 0.5771
C 1.4958 -1.9317 0.5533
Cl 2.0830 -1.2130 2.0182
H -0.2731 -2.6501 1.5044
H -1.1785 -3.6481 -0.5714
H 0.1151 -3.4818 -2.6717
H 2.2849 -2.3277 -2.6899
H 4.2255 -1.4055 0.1433
H 4.0234 -1.1724 -1.6076
H 1.0621 3.5702 -1.6278
H 1.2685 3.9857 0.0904
C -0.7633 1.7454 -1.3612
C -2.2374 1.4416 -1.1218
H -2.6015 0.7921 -1.9151
H -2.8094 2.3677 -1.1489
H -0.6431 2.2350 -2.3308
H -0.1861 0.8069 -1.3757
H 0.0102 2.7578 1.7157
H 0.1876 1.1136 1.0538
H -1.9232 1.3256 2.2895
H -2.4219 2.6834 1.2627
H -1.8331 -0.1324 0.2796
```

Computed properties:
SMILES	CC(C)[C@H](O)C1CCN(Cc2nc(Cc3ccccc3Cl)no2)CC1
E_tot	-41212.446	eV
energy above the lowest of the compared OMol25 structures with the same formula, charge and spin	53.06	kcal per mole
HOMO energy	-8.67	eV
LUMO	0.75	eV
net charge	0
Kohn-Sham gap	9.42	eV

Record 5
This record from OMol25 describes a molecular structure, C19H26F3N4O4PdS at a distorted geometry. The level of theory is ωB97M-V with the def2-TZVPD basis set.

Structure (XYZ):
```
58
Properties=species:S:1:pos:R:3
Pd 0.2136 0.0245 -0.1224
N -1.0379 -0.5600 1.4559
C -1.6896 0.5152 2.2459
C -0.6899 1.3490 3.0166
C 0.1237 2.2824 2.1526
N 1.0650 1.4981 1.3331
H -1.7354 -1.1260 1.0011
H -0.4914 -1.1833 2.0398
H -2.4040 0.0765 2.9398
H -2.2479 1.1477 1.5590
H -0.0157 0.6876 3.5720
H -1.2329 1.9407 3.7533
H 0.6483 3.0016 2.7792
H -0.5298 2.8491 1.4920
H 1.6523 0.9093 1.9026
H 1.6922 2.0809 0.7967
F 4.9059 1.9251 -4.5822
C 3.6525 2.2456 -4.9338
F 3.5661 3.5760 -5.0534
F 3.3905 1.6857 -6.1189
C 2.6849 1.7291 -3.8981
C 1.8941 2.5952 -3.1693
C 1.0585 2.0633 -2.2158
N 0.9863 0.7481 -1.9800
C 1.7602 -0.0838 -2.6938
C 2.6156 0.3700 -3.6666
H 1.9293 3.6608 -3.3373
H 0.4082 2.7015 -1.6341
H 1.6784 -1.1345 -2.4681
H 3.2247 -0.3252 -4.2273
C 0.1253 -1.7383 6.5122
C 0.6349 -2.7180 5.4733
C -0.1818 -3.1700 4.4349
C 0.2717 -4.1234 3.5180
C 1.5602 -4.6216 3.6530
C 2.3982 -4.1710 4.6746
C 1.9347 -3.2226 5.5676
S 2.1504 -5.8834 2.5647
O 1.0109 -6.2973 1.8040
O 2.9244 -6.7937 3.3515
N 3.1993 -5.1792 1.5657
C 2.8093 -4.1234 0.6030
C 3.2462 -2.7030 0.9866
C 2.3446 -1.6198 0.4392
O 2.7777 -0.4903 0.1655
O 1.0646 -1.9232 0.3338
H -0.9625 -1.6330 6.4603
H 0.5757 -0.7493 6.3901
H 0.3806 -2.0794 7.5189
H -1.2140 -2.8196 4.3755
H -0.3697 -4.5094 2.7301
H 3.3960 -4.5917 4.7775
H 2.5809 -2.8877 6.3777
H 4.1740 -5.3448 1.7795
H 1.7244 -4.1467 0.5281
H 3.2008 -4.3820 -0.3792
H 4.2629 -2.4764 0.6743
H 3.1975 -2.6098 2.0735
```

Computed properties:
E_tot	-56737.348	eV
energy above the lowest of the compared OMol25 structures with the same formula, charge and spin	43.43	kcal per mole
HOMO energy (spin up / spin down)	-11.52 / -11.52	eV
LUMO (spin up / spin down)	-4.97 / -4.86	eV
net charge	+1
Kohn-Sham gap (spin up / spin down)	6.55 / 6.67	eV

Record 6
This record from OMol25 describes 3 unconnected molecules or ions with the total composition C19H26IN3O3 at a distorted geometry. The level of theory is ωB97M-V with the def2-TZVPD basis set.

Structure (XYZ):
```
52
Properties=species:S:1:pos:R:3
N -4.0468 -0.1974 -2.0240
C -4.5851 -0.1970 -0.8207
C -4.0625 -1.1903 0.3432
C -2.8976 -0.4509 1.1222
C -1.5702 -0.9438 1.2296
C -0.5315 -0.0162 2.0344
O 0.2743 -0.5009 2.8479
C -0.6710 1.5495 1.7321
C 0.5465 2.5485 1.5318
C 1.9846 1.8618 1.4827
C 2.4090 1.3594 -0.0004
I 2.0188 -0.7604 -0.3518
C -2.0028 2.0365 1.6461
O -2.3427 3.3832 1.4172
C -3.1932 0.9706 1.8096
O -4.2429 1.2147 2.4421
H -3.2712 -0.8884 -2.0547
H -5.4625 0.5154 -0.6846
H -4.9128 -1.3517 1.1010
H -3.7425 -2.1436 -0.1813
H -1.2587 -1.9312 0.7466
H 0.3841 3.0578 0.5118
H 0.4841 3.4055 2.2942
H 2.7457 2.6923 1.7285
H 2.1583 1.0462 2.2513
H 1.9197 1.9676 -0.8256
H 3.5691 1.4914 -0.0283
H -3.3164 3.4905 1.5465
C 8.4674 1.5983 1.5582
C 7.5716 2.5044 2.3939
C 6.0825 2.3110 2.1005
C 5.7343 2.6830 0.7263
N 5.4669 2.9696 -0.3592
H 8.3680 1.8102 0.4909
H 9.5147 1.7502 1.8295
H 8.2233 0.5457 1.7240
H 7.8559 3.5477 2.2252
H 7.7498 2.2932 3.4522
H 5.5025 2.9279 2.7936
H 5.7973 1.2713 2.2874
C -5.2662 -2.9139 -3.7839
C -4.4199 -3.9774 -4.4700
C -4.0192 -5.1150 -3.5295
C -3.1556 -4.6512 -2.4395
N -2.4871 -4.2807 -1.5793
H -4.7163 -2.4264 -2.9771
H -5.5551 -2.1419 -4.5004
H -6.1789 -3.3477 -3.3661
H -3.5277 -3.5091 -4.8972
H -4.9895 -4.3959 -5.3048
H -3.4887 -5.8804 -4.1038
H -4.9134 -5.5920 -3.1178
```

Computed properties:
SMILES	[H]/N=C\CC1=CC(=O)C(CCCI)=C(O)C1=O.CCCC#N.CCCC#N
E_tot	-38833.630	eV
HOMO energy	-9.03	eV
LUMO	-0.70	eV
net charge	0
Kohn-Sham gap	8.33	eV

Record 7
This record from OMol25 describes a single C19H26N4O2 molecule. The level of theory is ωB97M-V with the def2-TZVPD basis set.

Structure (XYZ):
```
51
Properties=species:S:1:pos:R:3
C 2.2537 3.4454 3.3323
H 3.1016 2.9705 3.8176
H 2.5126 3.6379 2.2938
H 2.0603 4.3956 3.8226
C 1.0074 2.5669 3.4101
N 1.1798 1.3470 2.6432
C 0.3906 1.0729 1.5605
O -0.4880 1.7994 1.1267
N 0.7740 -0.1620 1.0552
C 1.8232 -0.6466 1.8365
C 2.5601 -1.8113 1.7484
C 3.5636 -2.0044 2.6848
C 3.8176 -1.0645 3.6726
C 3.0794 0.1051 3.7645
C 2.0753 0.3095 2.8352
H 3.2951 0.8224 4.5392
H 4.6071 -1.2428 4.3869
H 4.1582 -2.9038 2.6415
H 2.3532 -2.5325 0.9767
C 0.2154 -0.8389 -0.0660
O 0.6211 -1.9308 -0.3937
N -0.7674 -0.1609 -0.6674
H -0.9972 0.7696 -0.3291
C -1.4078 -0.6554 -1.8683
C -2.8773 -0.2384 -1.8867
H -3.4295 -0.7696 -1.1101
H -2.9444 0.8330 -1.6887
C -3.4953 -0.5083 -3.2624
N -2.7756 0.3168 -4.2217
C -3.4834 0.5504 -5.4603
H -3.7496 -0.3654 -6.0057
H -2.8586 1.1675 -6.1054
H -4.3977 1.1005 -5.2401
C -1.5291 -0.4207 -4.3714
C -0.6934 -0.1347 -3.1217
H 0.2902 -0.5997 -3.2012
H -0.5640 0.9456 -3.0349
H -0.9882 -0.0820 -5.2583
C -1.9287 -1.9120 -4.4607
H -1.1694 -2.5508 -4.0153
H -2.0472 -2.2085 -5.5032
C -3.2683 -1.9705 -3.7112
H -3.2450 -2.6470 -2.8597
H -4.0756 -2.2903 -4.3707
H -4.5540 -0.2382 -3.2449
H -1.3191 -1.7453 -1.8308
C 0.6038 2.2550 4.8493
H 0.3666 3.1790 5.3695
H -0.2751 1.6148 4.8623
H 1.4052 1.7522 5.3833
H 0.1774 3.0846 2.9129
```

Computed properties:
SMILES	CC(C)n1c(=O)n(C(=O)N[C@@H]2C[C@H]3CC[C@@H](C2)N3C)c2ccccc21
E_tot	-30183.031	eV
energy above the lowest of the compared OMol25 structures with the same formula, charge and spin	0.00	kcal per mole
HOMO energy	-8.29	eV
LUMO	0.78	eV
net charge	0
Kohn-Sham gap	9.07	eV

Record 8
This record from OMol25 describes a single C19H26N4O3 molecule. The level of theory is ωB97M-V with the def2-TZVPD basis set.

Structure (XYZ):
```
52
Properties=species:S:1:pos:R:3
C -2.1799 -1.0674 0.1355
O -0.7874 -0.8129 0.1591
C -0.3389 0.3132 0.8997
C 1.1770 0.4411 0.6717
O 1.7891 1.3457 1.2166
N 1.7216 -0.4789 -0.1399
C 3.1420 -0.5070 -0.4362
C 3.8965 -1.6916 0.1840
C 5.3549 -1.2773 0.3785
C 3.7900 -2.9872 -0.6410
C 2.3670 -3.3064 -1.0999
C 4.3418 -4.1856 0.1298
C -0.6484 0.2181 2.4030
C -1.9559 0.9882 2.6296
N -2.1792 1.7223 1.3806
C -3.4484 2.0469 1.0348
O -4.4077 1.7916 1.7450
C -3.6615 2.7554 -0.2723
C -2.8403 3.7779 -0.7342
N -3.0632 4.4562 -1.8571
C -4.1262 4.1263 -2.5756
C -5.0216 3.1277 -2.1917
C -6.1612 2.8292 -3.0141
N -7.0669 2.5893 -3.6784
C -4.7925 2.4407 -1.0079
C -1.0282 1.6192 0.4856
H -2.3079 -2.0162 -0.3801
H -2.5988 -1.1549 1.1406
H -2.7270 -0.2970 -0.4153
H 1.0995 -1.1760 -0.5124
H 3.2874 -0.4985 -1.5212
H 3.5444 0.4261 -0.0462
H 3.4484 -1.8758 1.1684
H 5.8111 -1.0244 -0.5828
H 5.4226 -0.3986 1.0209
H 5.9529 -2.0657 0.8320
H 4.4035 -2.8447 -1.5403
H 1.6862 -3.3822 -0.2470
H 1.9760 -2.5613 -1.7956
H 2.3460 -4.2647 -1.6210
H 3.7587 -4.3510 1.0399
H 4.2787 -5.0929 -0.4730
H 5.3838 -4.0560 0.4181
H -0.7166 -0.8249 2.7105
H 0.1721 0.6845 2.9442
H -2.8140 0.3434 2.8154
H -1.8835 1.6810 3.4688
H -1.9698 4.0811 -0.1632
H -4.2896 4.6772 -3.4944
H -5.4779 1.6834 -0.6515
H -0.3286 2.4423 0.6403
H -1.3297 1.5912 -0.5602
```

Computed properties:
SMILES	CO[C@]1(C(=O)NC[C@H](C)C(C)C)CCN(C(=O)c2cncc(C#N)c2)C1
E_tot	-32228.433	eV
energy above the lowest of the compared OMol25 structures with the same formula, charge and spin	49.10	kcal per mole
HOMO energy	-9.65	eV
LUMO	-0.08	eV
net charge	0
Kohn-Sham gap	9.57	eV